No. 1
{"formula": "C30H26MnN5OS7", "method": "ωB97M-V/def2-TZVPD", "lumo_energy_ev": [-3.73, -4.34], "de_lowest_kcal_mol": 7.67, "total_energy_ev": -148191.0668, "total_charge": 1, "e_homo_ev": [-9.914, -10.675], "multiplicity": 2, "symbols": ["Mn", "C", "C", "N", "N", "C", "S", "S", "C", "C", "C", "C", "C", "C", "C", "C", "C", "C", "C", "C", "C", "O", "H", "H", "H", "H", "H", "H", "H", "H", "H", "H", "H", "H", "H", "H", "N", "C", "C", "C", "C", "C", "N", "C", "C", "C", "C", "C", "N", "H", "H", "H", "H", "H", "H", "H", "H", "H", "C", "S", "C", "C", "S", "S", "C", "S", "S", "H", "H", "H"], "coordinates": [[0.64785, 0.01076, 0.43700], [2.24661, 3.86625, 1.77079], [2.16346, 2.47996, 1.19040], [1.02376, 1.92074, 0.90946], [-0.06229, 2.80039, 1.03963], [-1.13799, 2.38707, 0.49301], [-1.27721, 0.84104, -0.33023], [-2.57649, 3.38824, 0.68799], [-3.00274, 3.62128, -1.09160], [-2.19272, 4.71706, -1.72222], [-0.96406, 4.42820, -2.30913], [-0.19834, 5.43914, -2.87385], [-0.65358, 6.75113, -2.85239], [-1.87324, 7.04822, -2.25576], [-2.63700, 6.03521, -1.69211], [3.42073, 1.80714, 0.87050], [4.64305, 2.46435, 1.09401], [5.83847, 1.91224, 0.69560], [5.84192, 0.68268, 0.03892], [4.65690, 0.01777, -0.19618], [3.45340, 0.56394, 0.23273], [2.33917, -0.15994, 0.02321], [1.27155, 4.23460, 2.04787], [2.68180, 4.55379, 1.04325], [2.89674, 3.84996, 2.64556], [-4.06851, 3.83912, -1.09712], [-2.84087, 2.66394, -1.58278], [-0.60812, 3.40143, -2.32828], [0.75180, 5.20252, -3.33828], [-0.06525, 7.53888, -3.30756], [-2.23266, 8.06993, -2.23157], [-3.58659, 6.27108, -1.22146], [4.64859, 3.43143, 1.57784], [6.76761, 2.43490, 0.88288], [6.77809, 0.24784, -0.29114], [4.63015, -0.93383, -0.71212], [1.21256, -2.52206, 2.03765], [0.61200, -1.56897, 2.83835], [0.58506, -1.79656, 4.21627], [-0.08910, -0.92023, 5.02502], [-0.76549, 0.15712, 4.44721], [-0.65639, 0.34181, 3.09891], [0.06557, -0.47112, 2.29632], [0.92394, -2.83760, 0.71062], [1.21775, -4.11586, 0.24516], [0.90339, -4.43395, -1.05671], [0.29296, -3.48153, -1.86853], [0.05971, -2.24145, -1.33904], [0.38293, -1.91083, -0.07101], [1.62434, -3.28063, 2.55114], [1.07807, -2.67080, 4.62257], [-0.11287, -1.08123, 6.09558], [-1.35188, 0.84826, 5.03620], [-1.15356, 1.16516, 2.61641], [1.67971, -4.84044, 0.90582], [1.12668, -5.42223, -1.43891], [0.00975, -3.70088, -2.88870], [-0.40395, -1.45972, -1.92456], [-3.90728, -2.61005, 3.76585], [-5.51457, -2.57196, 2.95172], [-5.30943, -3.05575, 1.31001], [-4.17790, -3.17821, 0.48745], [-2.57956, -2.85077, 0.81849], [-4.54902, -3.70737, -1.14790], [-6.27004, -3.80547, -1.02100], [-7.26737, -4.25042, -2.21224], [-6.84110, -3.40112, 0.57589], [-4.15655, -2.53295, 4.82439], [-3.28753, -1.77462, 3.45672], [-3.40104, -3.55105, 3.56938]], "forces_ev_per_a": [[-1.343, -0.346, 0.286], [0.010, -0.079, -0.074], [0.038, 0.226, -0.004], [-0.152, 0.363, 0.290], [0.046, -0.079, 0.090], [-0.065, 0.025, -0.114], [0.692, -0.092, -0.074], [-0.020, 0.027, -0.193], [0.117, -0.020, 0.197], [0.011, -0.036, 0.066], [0.020, -0.029, -0.018], [-0.008, 0.009, 0.006], [-0.047, -0.014, 0.012], [0.006, -0.046, 0.003], [0.011, 0.043, -0.012], [0.007, 0.117, 0.135], [-0.050, 0.053, 0.031], [0.071, -0.034, -0.001], [0.058, -0.025, -0.033], [0.168, -0.140, -0.052], [-0.413, -0.100, 0.172], [0.539, 0.127, -0.434], [-0.078, 0.030, 0.035], [0.004, -0.024, 0.004], [0.002, -0.001, -0.021], [-0.017, 0.028, -0.005], [-0.094, 0.001, -0.052], [-0.030, 0.057, -0.026], [-0.045, 0.005, 0.015], [-0.018, -0.036, 0.046], [0.018, -0.045, -0.012], [0.047, -0.012, -0.049], [0.033, -0.075, -0.042], [-0.050, -0.019, -0.017], [-0.059, 0.019, 0.009], [0.019, 0.020, 0.037], [0.044, 0.163, -0.151], [-0.125, -0.117, -0.251], [0.026, -0.081, 0.165], [-0.032, 0.033, 0.067], [-0.037, -0.019, 0.141], [0.037, 0.100, -0.023], [0.509, 0.017, -0.039], [-0.098, 0.065, 0.105], [0.032, -0.201, 0.004], [0.058, -0.057, 0.041], [-0.006, -0.099, -0.065], [-0.080, 0.102, 0.134], [0.152, 0.029, -0.345], [0.071, -0.082, 0.068], [-0.026, 0.026, -0.014], [-0.025, 0.006, -0.038], [0.033, -0.039, -0.005], [0.058, 0.099, -0.095], [-0.055, 0.032, -0.047], [-0.030, 0.034, 0.022], [0.033, 0.021, 0.055], [0.018, 0.053, 0.007], [-0.001, -0.060, -0.069], [0.049, 0.063, 0.005], [-0.004, 0.004, 0.018], [-0.030, 0.007, -0.023], [0.012, 0.039, 0.160], [0.050, 0.004, 0.011], [0.019, -0.027, 0.020], [-0.086, -0.007, -0.100], [-0.017, -0.020, 0.034], [0.003, 0.002, -0.024], [0.014, -0.011, 0.001], [0.004, 0.028, 0.031]]}


No. 2
{"formula": "C19H21F4O24Pb", "method": "ωB97M-V/def2-TZVPD", "lumo_energy_ev": 1.78, "de_lowest_kcal_mol": 11.96, "total_energy_ev": -85301.0846, "total_charge": -1, "e_homo_ev": -3.165, "symbols": ["Pb", "O", "C", "O", "O", "H", "O", "C", "O", "O", "H", "O", "C", "O", "O", "H", "C", "C", "C", "O", "C", "O", "O", "H", "H", "H", "H", "H", "H", "C", "C", "O", "C", "O", "O", "F", "H", "H", "H", "C", "C", "O", "C", "O", "O", "F", "H", "H", "H", "C", "C", "O", "C", "O", "O", "F", "H", "H", "H", "C", "C", "O", "C", "O", "O", "F", "H", "H", "H"], "coordinates": [[-1.05146, 0.29785, -0.15447], [-2.89182, 0.93750, 4.00099], [-2.81100, 1.30819, 2.77994], [-2.54412, 0.51078, 1.89214], [-3.22913, 2.44046, 2.43836], [-3.48783, 1.61791, 4.32257], [-4.43206, 2.81835, -2.35392], [-3.47304, 2.64562, -1.42815], [-3.16218, 3.57043, -0.66430], [-2.98995, 1.50391, -1.20505], [-4.58376, 3.76433, -2.29306], [1.26694, 4.04369, 1.45788], [0.11949, 3.54071, 1.18528], [-0.84269, 4.26804, 1.18163], [0.01833, 2.35207, 0.92987], [0.91083, 4.93387, 1.50663], [2.01200, -1.20931, 5.75274], [1.55414, -2.08752, 4.57098], [0.13446, -2.61189, 4.72025], [-0.35567, -2.33434, 3.41968], [0.42209, -1.49634, 2.76794], [0.18308, -1.03718, 1.65130], [1.53824, -1.26838, 3.49382], [3.07111, -0.95355, 5.72158], [1.94313, -1.62684, 6.75725], [1.50508, -0.25831, 5.91626], [2.16295, -2.97110, 4.37930], [-0.30943, -2.04931, 5.54157], [0.12938, -3.66133, 5.01475], [1.30148, 3.67231, -4.50372], [2.10002, 2.42122, -4.64788], [1.52319, 1.49648, -3.78097], [0.65563, 2.10901, -3.01122], [0.03836, 1.68655, -2.03800], [0.53822, 3.40291, -3.35437], [3.32787, 2.73960, -4.20727], [0.67908, 3.85966, -5.37871], [1.90200, 4.58179, -4.48591], [2.24808, 2.09803, -5.67828], [-4.53209, -4.54401, 1.14051], [-3.17169, -4.96668, 1.52677], [-2.31929, -3.85771, 1.32166], [-2.88804, -3.06538, 0.48461], [-2.35176, -2.05183, 0.03629], [-4.13916, -3.49535, 0.21083], [-2.87559, -5.87890, 0.65683], [-5.10262, -4.21290, 2.00825], [-5.09370, -5.36529, 0.69532], [-3.06643, -5.32169, 2.55195], [3.84467, 2.56570, -0.19139], [4.16604, 1.78307, 1.08374], [3.14602, 0.80311, 1.03527], [2.65032, 0.65259, -0.20978], [1.78843, -0.13190, -0.48028], [3.27790, 1.60616, -0.97637], [3.97712, 2.56198, 2.12657], [4.74895, 3.04501, -0.56640], [3.05040, 3.30623, -0.09736], [5.18838, 1.41638, 0.99175], [1.33238, -2.34956, -4.66473], [0.15983, -1.98706, -5.48111], [-0.63507, -1.28377, -4.59374], [-0.33732, -1.56253, -3.33656], [-0.87130, -1.02357, -2.40408], [0.77881, -2.29013, -3.30582], [-0.40866, -3.06083, -5.97612], [2.13579, -1.61447, -4.71234], [1.84142, -3.30662, -4.77878], [0.58515, -1.42583, -6.31311]], "forces_ev_per_a": [[-1.949, 2.730, 1.603], [-0.039, -1.742, 4.513], [-2.193, 4.627, -5.886], [2.518, -4.342, -1.665], [0.030, 0.368, 2.179], [0.057, 0.410, 0.636], [-0.617, -0.317, -1.443], [2.161, 0.420, 4.662], [-0.859, 1.303, -1.740], [0.057, -2.343, -1.886], [-0.167, 0.250, 0.094], [4.550, 1.701, 0.803], [-4.857, -1.622, -1.018], [-1.387, 3.199, 0.379], [1.580, -5.084, -0.986], [0.640, 1.150, 0.411], [0.921, -0.266, 1.071], [0.568, -0.423, 3.248], [0.934, 0.774, 0.560], [-1.902, -1.172, 0.517], [-0.116, 1.691, -3.321], [1.170, -1.681, 3.733], [-0.204, 1.350, -2.692], [0.096, -0.022, -0.565], [-0.305, -0.894, -0.097], [-0.471, -0.046, -0.941], [0.751, 0.228, 0.105], [-0.910, 0.198, -0.497], [-0.294, -0.077, -0.623], [-1.165, 0.359, -1.013], [0.408, 0.770, -0.699], [0.986, -1.446, -1.563], [-3.268, 0.846, 4.796], [2.284, 0.669, -3.598], [-0.151, 0.805, -0.125], [1.914, -0.345, 0.692], [-0.594, -0.368, 0.048], [0.274, -0.257, 0.860], [-0.446, -0.688, 0.166], [-0.029, 1.469, 0.211], [-0.248, 1.035, 2.209], [0.939, -2.257, 2.269], [0.302, 4.705, -2.508], [-1.966, -3.289, 0.746], [-1.547, 0.152, -0.183], [1.939, -3.128, -2.042], [-0.078, 0.779, -0.250], [0.252, 0.320, -0.485], [0.309, -0.026, -0.038], [0.234, 1.450, 1.259], [-1.520, 0.863, -2.315], [0.834, -0.954, 1.033], [-0.440, 0.820, 0.850], [1.654, 0.784, -0.746], [-1.246, -2.768, -2.891], [0.344, 0.372, 1.697], [-0.061, -0.372, -0.638], [0.297, 0.413, 0.968], [-0.026, -0.646, 0.754], [1.191, -0.235, 2.872], [2.304, 1.151, -0.236], [-1.486, 0.497, -2.608], [0.651, 1.798, 2.409], [0.304, -1.844, -1.603], [0.820, -0.889, -0.155], [-1.808, -1.849, -0.772], [-0.198, 0.358, -0.025], [-0.684, -0.195, -0.321], [-1.041, 0.772, -0.183]]}


No. 3
{"formula": "C11H40Na4O11", "method": "ωB97M-V/def2-TZVPD", "lumo_energy_ev": -9.33, "de_lowest_kcal_mol": 0.00, "total_energy_ev": -52228.9791, "total_charge": 2, "e_homo_ev": -13.806, "symbols": ["Na", "Na", "Na", "Na", "O", "C", "C", "O", "H", "H", "H", "H", "O", "H", "H", "O", "H", "H", "O", "H", "H", "O", "H", "H", "O", "H", "H", "O", "H", "H", "C", "C", "C", "O", "H", "H", "H", "H", "H", "H", "H", "H", "C", "C", "C", "O", "H", "H", "H", "H", "H", "H", "H", "H", "C", "C", "C", "O", "H", "H", "H", "H", "H", "H", "H", "H"], "coordinates": [[3.54239, 2.56549, -1.93972], [3.23641, -2.16409, -2.74729], [4.55198, -0.39790, -1.16563], [3.45342, -2.47351, 1.64400], [2.90939, 1.34057, 0.05580], [1.87782, 0.46172, 0.46889], [1.47893, -0.72338, -0.34677], [2.42840, -1.76605, -0.49220], [0.95660, 1.05740, 0.54867], [2.12409, 0.06096, 1.47078], [1.11178, -0.39482, -1.34345], [0.58347, -1.12204, 0.14891], [3.76990, 3.85006, 1.35264], [4.29168, 4.18994, 0.61985], [3.35467, 3.03264, 1.03669], [1.14375, -4.13497, 0.03457], [1.51267, -3.25866, -0.19051], [1.58192, -4.40229, 0.84904], [0.78827, 3.15264, -1.46335], [1.27852, 2.37300, -1.16440], [1.08863, 3.39711, -2.34618], [0.28661, 4.15355, 1.31808], [1.08363, 3.82015, 0.89387], [-0.44080, 3.66501, 0.91975], [1.82258, 1.95954, 3.41397], [2.10140, 1.68815, 2.53946], [0.84717, 1.99463, 3.36487], [4.86203, 0.74753, 1.75084], [4.17516, 0.94041, 1.06665], [5.12887, -0.17104, 1.70092], [-2.35594, -2.16502, -0.63193], [-2.77376, -3.54841, -0.15116], [-4.18775, -3.88852, -0.53557], [-1.91204, -4.54120, -0.76039], [-2.36801, -2.10678, -1.72076], [-1.36111, -1.89448, -0.26311], [-3.04263, -1.39564, -0.26178], [-2.65256, -3.60649, 0.93590], [-4.35154, -3.92953, -1.61127], [-4.89767, -3.19208, -0.08418], [-4.45279, -4.87056, -0.13503], [-1.05990, -4.51399, -0.30972], [-1.22065, -0.12574, 3.07755], [-1.43263, 0.83704, 4.23237], [-0.77166, 0.38739, 5.51135], [-0.89929, 2.13842, 3.80890], [-1.86752, 0.08591, 2.23195], [-1.22683, -1.16670, 3.40485], [-0.18014, 0.00782, 2.72365], [-2.51235, 0.98011, 4.34047], [-0.88329, 1.13606, 6.29209], [0.28973, 0.20709, 5.34121], [-1.27004, -0.52111, 5.86027], [-1.51517, 2.83809, 4.04082], [-1.67190, 1.75469, -5.69350], [-1.89307, 0.97811, -4.41466], [-1.42353, -0.46572, -4.56217], [-1.11663, 1.62638, -3.35944], [-1.87520, 2.80921, -5.53175], [-2.29396, 1.38115, -6.50915], [-0.63139, 1.62438, -6.00692], [-2.92647, 1.01758, -4.07819], [-0.37134, -0.47031, -4.88416], [-1.95972, -0.95538, -5.37918], [-1.57295, -1.04097, -3.65037], [-0.28962, 1.14743, -3.26574]], "forces_ev_per_a": [[-0.464, 0.647, 0.847], [-1.237, -0.970, 0.064], [-0.270, 0.611, 1.515], [-0.556, 0.205, -0.007], [0.781, -1.038, -1.983], [-0.076, 0.869, 0.461], [-0.556, -0.298, -0.894], [2.120, 0.202, -0.620], [-0.052, -0.158, 0.421], [-0.083, 0.190, 0.055], [0.146, 0.041, 0.100], [0.060, -0.001, 0.000], [-0.147, -0.151, -0.332], [0.101, 0.179, 0.138], [0.078, 0.059, 0.133], [0.258, 0.130, 0.106], [-0.053, -0.005, -0.068], [-0.299, -0.337, -0.013], [0.749, -0.091, 0.012], [-0.197, -0.021, 0.072], [-0.528, -0.008, -0.147], [-0.027, -0.150, 0.108], [-0.045, 0.212, 0.065], [0.004, 0.085, -0.064], [-0.086, -0.448, -0.029], [0.120, 0.215, -0.003], [0.150, 0.424, 0.214], [0.253, -0.164, -0.330], [-0.266, 0.098, 0.169], [0.190, -0.125, 0.149], [-0.228, 0.385, 0.276], [0.681, -0.192, -0.595], [-0.537, -0.426, 0.479], [-0.214, 0.297, 0.296], [0.040, -0.151, -0.018], [0.005, -0.130, -0.093], [0.031, -0.098, 0.010], [-0.135, 0.026, 0.015], [0.191, 0.170, -0.062], [0.094, 0.133, -0.142], [0.114, 0.016, -0.095], [0.001, -0.005, -0.087], [1.376, 0.055, -0.055], [-0.319, 0.955, -0.579], [-0.344, -0.074, 0.044], [-0.254, -0.946, -0.039], [-0.237, -0.216, 0.028], [-0.612, 0.001, -0.061], [-0.225, 0.139, 0.061], [0.075, -0.150, 0.359], [0.063, 0.078, -0.004], [0.035, -0.034, 0.058], [0.209, -0.040, 0.014], [0.099, 0.046, 0.080], [-0.102, -0.188, -0.141], [1.016, -0.038, 0.321], [-0.322, 0.165, -0.420], [-0.373, -0.142, -0.157], [-0.013, 0.068, -0.080], [-0.086, 0.071, 0.075], [0.008, 0.154, 0.011], [-0.065, 0.026, -0.032], [0.010, -0.002, 0.241], [-0.082, -0.035, 0.156], [0.099, -0.024, 0.037], [-0.068, -0.099, -0.043]]}


No. 4
{"formula": "C2H8N2O3", "method": "ωB97M-V/def2-TZVPD", "lumo_energy_ev": 0.69, "de_lowest_kcal_mol": 27.71, "smiles": "CN(N)C(O)(O)O", "total_energy_ev": -11325.7684, "e_homo_ev": -9.113, "symbols": ["C", "N", "N", "C", "O", "O", "O", "H", "H", "H", "H", "H", "H", "H", "H"], "coordinates": [[-1.08924, -0.19678, 1.26326], [-0.00398, 0.46495, 0.55816], [-0.45706, 1.70805, 0.04179], [0.63395, -0.34838, -0.46019], [-0.25090, -0.61128, -1.50145], [1.71541, 0.33591, -0.98258], [1.12137, -1.52596, 0.09305], [-1.55580, 0.55866, 1.88935], [-0.67547, -0.97910, 1.89660], [-1.83906, -0.61483, 0.58064], [0.36227, 2.23582, -0.24600], [-1.03916, 1.55629, -0.78732], [0.26346, -0.77334, -2.30041], [2.42783, 0.30624, -0.33446], [0.38638, -2.11625, 0.28955]], "forces_ev_per_a": [[0.153, 0.088, -0.031], [0.103, 0.036, -0.190], [-0.104, 0.150, -0.121], [-0.049, 0.125, 0.246], [-0.187, 0.112, -0.083], [0.177, 0.084, -0.337], [0.145, -0.243, 0.179], [-0.046, -0.099, 0.048], [-0.102, -0.061, 0.045], [-0.087, -0.009, 0.041], [-0.186, -0.118, 0.055], [0.193, -0.015, 0.091], [0.055, -0.040, 0.041], [-0.027, -0.039, 0.086], [-0.038, 0.032, -0.069]]}